No. 1
The following is a quantum chemistry calculation of 13 unconnected molecules or ions with the total composition C37H98Cl2O36S12 at a distorted geometry, from the OMol25 dataset.

Its total charge is 0. As for the orbital gap: 10.52 eV. The spin multiplicity is 1. The calculation puts the HOMO energy at -10.64 eV. The value obtained for the max |F| is 3.35 eV/A. The total energy comes out at -9875.60139 Ha.

Structure (XYZ):
```
185
Properties=species:S:1:pos:R:3:mulliken_charge:R:1
H 18.256 1.272 18.100 -0.312
H 26.268 3.607 16.795 0.028
S 21.550 0.070 14.694 1.377
S 22.585 1.992 19.677 0.646
H 17.649 -2.143 20.542 0.003
H 22.701 -5.850 18.110 0.270
O 17.738 5.388 12.123 -0.674
O 26.024 6.207 11.889 -0.646
H 22.194 1.833 13.376 -0.001
S 21.243 2.776 24.348 1.193
O 21.870 8.630 24.861 -0.294
S 17.950 4.062 12.544 1.164
H 21.505 -3.650 16.231 0.234
C 19.226 5.002 14.700 0.121
H 21.792 -6.241 16.572 0.376
H 27.371 7.732 13.660 0.370
H 23.272 -5.292 16.472 0.302
H 24.037 0.586 22.122 -0.381
O 26.935 4.987 13.840 -0.612
H 20.593 0.354 21.276 0.418
H 21.759 1.575 28.201 0.354
H 21.282 4.851 14.257 0.221
H 16.523 -2.708 21.796 0.487
C 19.169 7.413 18.604 0.695
S 23.840 6.332 18.327 1.238
H 20.419 5.538 24.295 -0.268
H 25.731 4.493 19.660 0.284
H 18.189 9.302 18.243 0.354
H 22.903 11.012 25.730 0.303
H 25.149 -0.722 16.672 0.204
H 19.819 3.569 27.407 0.344
H 23.516 2.375 24.704 0.230
H 12.160 -0.590 20.425 0.319
C 19.027 1.893 20.907 -1.080
H 25.832 2.369 18.116 -0.114
H 21.217 2.088 17.668 -0.424
H 16.539 2.978 24.625 0.341
H 23.020 5.540 20.375 -0.063
H 23.247 3.535 14.120 0.170
H 16.470 4.144 14.280 0.111
H 20.559 10.182 25.131 0.283
O 16.561 -0.764 17.289 -0.047
H 22.525 3.279 17.769 -0.824
H 18.196 1.793 20.197 0.230
H 22.721 -1.204 16.813 0.055
H 23.328 -2.768 20.417 0.458
H 15.345 -2.683 19.104 0.619
O 18.272 3.071 11.536 -0.670
O 22.588 6.202 17.632 -0.614
H 21.100 3.581 18.764 -0.059
H 18.515 4.732 15.455 -0.123
H 17.973 3.515 23.731 -0.638
H 20.005 1.938 26.722 0.249
H 23.415 10.731 24.063 0.272
H 17.085 -3.320 16.712 0.466
H 16.213 4.544 19.750 0.198
O 19.159 4.085 13.535 -0.193
C 24.404 5.052 15.039 0.220
H 20.294 0.718 19.509 -0.162
C 24.732 -1.555 16.136 -1.461
O 21.041 0.870 15.727 -0.436
H 19.865 9.181 17.477 0.327
O 21.151 3.484 25.781 -0.193
O 20.340 -2.017 18.974 -0.046
C 20.609 4.751 15.165 -0.454
O 22.889 6.506 23.961 -0.645
O 20.804 1.406 24.444 -0.766
C 25.059 0.725 22.345 0.829
H 17.332 2.695 17.414 -0.125
H 19.626 7.134 24.886 0.366
H 18.935 7.246 19.707 0.182
O 24.642 0.883 25.216 -0.705
C 22.945 -0.934 24.281 -0.380
O 18.798 4.601 18.491 0.125
H 23.643 3.241 15.840 -0.007
H 19.046 6.117 14.469 0.272
C 16.744 -2.755 20.729 -1.027
S 26.071 5.975 13.268 1.230
H 22.579 -0.221 23.556 -0.350
H 22.436 0.291 12.573 0.442
H 16.544 2.458 13.673 0.179
C 26.049 0.433 21.159 -1.122
H 20.803 3.705 15.520 -0.160
C 21.557 -4.228 17.178 -0.258
H 22.860 -1.947 23.965 0.442
Cl 15.976 3.096 22.461 -0.098
H 22.692 -1.161 19.940 -0.237
H 21.001 5.447 15.849 0.545
C 17.662 1.625 17.308 0.101
C 16.540 5.593 19.521 -1.030
H 24.800 -2.505 16.748 0.309
H 18.242 1.478 16.376 0.296
S 21.713 7.322 23.924 1.225
H 25.921 1.086 20.286 0.046
C 17.537 -1.228 16.402 0.226
H 19.811 9.351 19.190 0.346
H 11.734 -1.211 18.873 0.413
H 18.799 -2.929 16.175 0.379
O 20.573 3.642 23.409 -0.715
C 16.897 3.613 23.802 0.628
O 24.506 4.909 18.030 -0.070
C 21.415 9.940 24.489 -0.157
H 18.362 -2.685 17.735 -0.044
C 21.734 2.787 18.314 1.717
C 19.239 8.886 18.377 -1.407
H 17.104 -1.166 15.413 0.315
O 12.175 -3.008 21.286 -0.615
H 15.676 -1.073 19.851 0.066
O 24.790 7.364 17.976 -0.721
C 26.293 3.363 17.859 -0.605
S 12.998 -2.695 20.164 1.181
H 20.930 6.324 25.842 0.373
H 24.834 3.073 14.589 0.691
C 22.419 -2.161 20.381 -0.222
H 24.267 6.751 20.611 0.416
H 25.233 -1.859 15.219 0.475
H 22.281 -0.918 25.193 0.365
H 16.928 6.000 20.413 0.352
C 26.387 7.424 14.102 -0.818
H 22.003 -1.995 21.375 0.307
H 27.364 3.150 17.980 0.485
H 25.383 5.154 15.499 0.775
C 17.925 -2.633 16.752 -1.138
H 20.535 -4.388 17.426 0.460
C 25.861 4.606 18.577 -0.507
O 14.400 -2.329 20.853 -0.433
O 25.154 -1.444 25.460 -0.686
S 21.261 -3.015 19.398 0.938
O 20.857 -1.178 14.497 -0.781
O 23.618 2.788 20.257 -0.420
C 16.526 3.548 13.354 -0.630
H 26.740 7.239 15.108 0.266
O 21.166 7.705 22.676 -0.615
C 22.532 10.970 24.700 -1.145
C 23.274 -1.359 15.880 0.297
H 15.732 3.710 12.634 0.431
H 18.530 -0.683 16.559 -0.080
O 18.055 6.878 17.807 -0.199
C 12.514 -1.144 19.563 -0.589
C 20.543 2.875 27.020 -0.231
Cl 16.444 5.376 24.098 -0.209
H 19.097 2.966 20.873 0.045
O 22.922 0.657 19.241 -0.901
H 20.085 6.964 18.232 -0.128
O 22.240 -3.389 18.193 -0.058
C 22.409 -5.479 17.120 -1.308
O 15.570 0.997 15.884 -0.697
C 24.006 3.612 14.896 -0.924
H 22.841 -2.247 15.431 0.269
H 16.844 -3.853 20.433 0.218
H 22.245 11.987 24.445 0.379
H 25.679 8.234 13.979 0.315
C 20.541 6.505 24.848 -0.316
C 15.551 -2.160 20.000 0.024
C 21.654 2.624 28.026 -1.021
S 17.631 5.431 18.175 0.385
H 22.718 7.274 20.070 0.571
S 16.151 0.767 17.185 1.160
H 23.260 4.110 24.323 0.238
H 15.680 6.151 19.135 0.420
H 18.646 1.618 21.910 0.274
H 22.528 2.875 27.469 0.290
H 26.422 5.533 18.317 0.506
H 27.049 0.596 21.584 0.470
O 16.762 4.979 17.089 -0.662
C 21.757 0.882 13.136 -0.828
O 21.492 2.004 20.776 -0.083
O 15.400 1.130 18.378 -0.621
O 13.341 -3.569 19.061 -0.651
H 23.017 2.820 22.963 -0.151
H 21.531 3.202 28.988 0.259
C 23.408 6.455 20.011 -0.935
H 13.399 -0.670 19.029 0.019
S 24.613 -0.409 24.667 1.212
H 26.016 -0.599 20.745 0.284
H 20.776 0.874 12.625 0.393
C 20.292 1.145 20.566 0.263
C 22.961 3.048 24.069 -0.189
H 21.043 9.882 23.467 0.281
O 25.292 -0.403 23.236 -0.405
O 20.852 -4.269 19.993 -0.723
H 25.256 1.620 22.900 0.432
O 23.104 -0.261 14.988 -0.335
H 23.614 5.628 15.604 -0.605
O 24.632 5.650 13.677 -0.455
```



No. 2
The following is a quantum chemistry calculation of 2 unconnected molecules or ions with the total composition C5H11O2 at a distorted geometry, from the OMol25 dataset.

Its total charge is -1. As for the orbital gap: 7.72 eV. The spin multiplicity is 1. The calculation puts the HOMO energy at -3.82 eV. The energy above the lowest of the compared OMol25 structures with the same formula, charge and spin comes out at 1.227 eV. The value obtained for the max |F| is 5.80 eV/A. The total energy comes out at -347.60456 Ha.

Structure (XYZ):
```
18
Properties=species:S:1:pos:R:3:nbo_charge:R:1
C -1.725 0.145 -1.467 -0.598
H 0.536 -1.032 1.641 0.177
O 2.554 -0.653 -0.818 -0.793
C 2.192 -0.341 0.315 0.763
H -0.128 1.672 1.295 0.237
H -0.524 -0.052 1.141 0.204
H -1.890 1.029 1.066 0.163
C -0.804 0.912 0.773 -0.596
H 2.108 -2.043 1.512 0.204
C -0.715 0.936 -0.739 -0.446
H 0.820 -1.997 0.440 0.183
H -1.575 -0.999 -1.365 0.199
O 2.554 0.646 0.953 -0.789
C 1.328 -1.435 1.050 -0.734
H -0.648 1.959 -1.062 0.189
H 0.346 0.634 -1.055 0.251
H -2.718 0.362 -1.074 0.183
H -1.709 0.256 -2.606 0.202
```



No. 3
The following is a quantum chemistry calculation of a molecular structure, C46H63GeN3PPbSi3 at a distorted geometry, from the OMol25 dataset.

Its total charge is +2. As for the orbital gap (spin up / spin down): 7.55 / 4.64 eV. The spin multiplicity is 2. The calculation puts the HOMO energy (spin up / spin down) at -12.55 / -12.55 eV. The energy above the lowest of the compared OMol25 structures with the same formula, charge and spin comes out at 3.039 eV. The value obtained for the max |F| is 4.39 eV/A. The total energy comes out at -5433.90616 Ha.

Structure (XYZ):
```
118
Properties=species:S:1:pos:R:3:mulliken_spin:R:1
H 2.953 -2.845 -5.340 0.000
C 1.735 2.702 3.437 -0.064
H 2.806 -6.227 -0.703 0.000
H 2.995 -4.092 -4.056 0.000
H 3.921 -2.132 -1.309 0.000
H 0.763 2.313 -4.887 0.000
H -3.700 3.180 -2.016 -0.006
H 2.419 -4.481 2.057 0.000
H 3.141 -1.036 0.652 -0.002
C -2.833 -2.925 -1.532 -0.001
H -0.718 -2.003 -4.776 0.000
H -1.455 -4.551 2.469 0.001
H 3.767 2.803 4.231 0.001
C -1.129 2.731 -2.081 0.011
C -3.235 2.458 1.281 -0.044
C 0.094 3.968 4.656 0.044
H -4.068 2.405 1.969 0.005
H 1.133 5.333 -1.725 0.000
C -1.427 -3.506 2.634 0.002
C -4.460 1.371 -1.141 -0.002
H -4.918 3.281 0.202 0.008
C -0.724 2.228 -3.327 0.007
C 1.788 -0.330 -4.392 -0.001
C -4.156 0.591 -0.110 0.001
N 1.639 1.097 -0.925 -0.007
C 1.030 3.909 -3.478 0.000
C 2.720 3.107 4.301 0.015
C 0.105 -5.564 0.343 0.000
C -1.621 -2.240 -4.316 0.000
H -0.807 -5.469 -2.190 0.000
C -2.661 5.391 1.089 0.000
C 3.979 0.577 1.344 0.003
H -2.317 -1.335 -4.378 0.000
C -1.805 4.433 1.862 0.103
Si 1.446 -4.381 -0.197 0.003
H 0.036 -4.826 -3.700 0.000
H 1.861 4.441 -3.922 0.000
P -0.749 2.139 2.614 0.253
C -1.775 1.135 -0.265 -0.012
H 1.905 2.341 0.733 -0.004
H -4.655 -0.336 0.205 0.000
H 1.995 -2.885 1.848 0.000
H 3.501 -3.588 1.078 0.000
C -2.354 0.098 5.683 0.011
H 3.431 -4.924 -1.766 0.000
C -1.804 -3.039 3.862 -0.002
C -2.058 3.148 1.957 0.131
C -0.964 -2.584 1.668 -0.008
H -3.957 5.392 -0.549 0.000
H 1.450 -3.388 -4.726 0.000
H 4.408 1.245 -0.642 -0.001
H 2.274 0.579 -1.579 0.002
C 2.432 -3.771 1.281 0.000
H 4.409 2.555 0.496 0.000
C -0.397 3.838 -1.561 0.011
H -0.943 -5.223 0.202 0.000
H -0.693 4.262 -0.622 -0.004
H 2.726 0.180 -4.656 0.000
H -0.638 -3.005 0.723 0.000
C 3.861 1.624 0.190 0.005
N -1.202 1.072 -3.858 0.001
H -2.749 0.297 1.456 -0.019
C 2.521 -5.392 -1.307 0.001
C 1.116 4.404 5.491 -0.001
C -2.187 -1.220 5.414 -0.004
H -2.152 -3.668 4.675 0.000
H -0.927 4.288 4.839 0.002
C 0.420 3.068 3.603 0.079
C -1.290 -0.650 3.193 -0.050
H -2.482 -2.001 6.089 0.000
H 1.888 1.916 2.709 0.081
N 2.862 -0.304 1.348 0.010
Si -1.338 -3.077 -2.648 -0.001
C -3.816 3.338 0.154 0.010
C 2.476 2.082 -0.181 0.018
H -1.648 -5.315 -3.692 0.000
H 2.461 3.014 -0.772 0.001
H 4.981 0.164 1.452 0.000
C -1.885 1.051 4.773 0.063
H 1.228 -0.808 -5.222 0.000
H 1.904 -5.893 -2.106 0.000
H -1.928 2.082 5.066 0.007
H 3.912 1.223 2.273 0.001
Ge 0.677 -2.408 -1.563 0.000
C 3.978 -1.554 -2.209 0.000
C -2.080 2.058 -1.223 0.014
H 0.853 5.096 6.303 0.001
C -0.861 -4.879 -3.099 0.001
C -1.715 -1.639 4.144 0.010
H -2.738 0.430 6.660 0.001
C -0.826 -1.236 1.897 0.001
Si 2.340 -1.708 -3.223 0.000
C 0.605 4.468 -2.257 0.000
H 3.203 4.274 6.052 0.001
C -3.453 4.806 0.207 0.109
H -2.109 -2.980 -4.997 0.000
H -3.667 -3.244 -2.225 0.000
H -1.992 0.677 -3.403 0.003
C 2.468 -3.210 -4.431 0.001
H -1.172 0.900 -4.869 0.000
C -3.542 2.536 -1.208 0.017
C -2.948 0.976 0.667 0.004
H -0.977 4.923 2.334 0.008
C 2.430 3.973 5.359 0.007
H -2.826 -3.442 -0.540 0.000
H 1.176 0.354 -3.871 0.001
H 0.155 -6.452 -0.281 0.000
H 4.306 -0.557 -1.895 0.000
H -2.491 6.489 1.020 0.007
Pb -0.181 -0.356 -0.005 0.053
C 0.412 2.820 -3.988 0.001
H 4.770 -2.029 -2.853 0.000
C -1.300 0.729 3.600 0.103
H 2.754 -0.783 2.256 0.000
H -5.312 1.235 -1.768 0.002
H 1.017 1.646 -1.532 -0.002
H 0.299 -5.872 1.359 0.000
H -3.120 -1.887 -1.374 0.000
```



No. 4
The following is a quantum chemistry calculation of a molecular structure, C38H34N5O9P2RuSi at a distorted geometry, from the OMol25 dataset.

Its total charge is 0. As for the orbital gap (spin up / spin down): 6.17 / 7.38 eV. The spin multiplicity is 6. The calculation puts the HOMO energy (spin up / spin down) at -6.48 / -8.68 eV. The energy above the lowest of the compared OMol25 structures with the same formula, charge and spin comes out at 3.383 eV. The value obtained for the max |F| is 3.68 eV/A. The total energy comes out at -3486.57271 Ha.

Structure (XYZ):
```
90
Properties=species:S:1:pos:R:3:mulliken_spin:R:1
C 0.424 -12.674 12.434 -0.002
H -2.521 -12.425 9.535 0.000
H 2.608 -15.798 6.584 0.000
C -2.222 -15.864 16.844 -0.070
H -2.155 -20.522 8.851 0.000
C -3.441 -20.608 11.965 0.006
O -0.060 -16.176 9.560 -0.032
H -5.665 -11.132 11.216 0.000
H -3.295 -22.045 10.398 0.000
H 1.779 -12.647 8.309 0.000
O 2.380 -15.166 10.858 0.041
O 2.502 -14.929 6.946 0.001
C 1.916 -14.926 8.258 0.005
C -0.260 -11.995 14.533 -0.009
H -4.548 -13.153 8.458 0.000
H -1.176 -15.942 7.173 0.000
C -4.302 -11.944 12.735 0.001
P 3.124 -15.456 9.613 0.005
C -4.519 -15.116 9.369 0.002
H -2.685 -12.305 14.117 0.013
H -3.135 -8.407 13.139 0.000
C -4.949 -10.970 12.019 0.000
O 4.409 -14.490 9.399 0.001
N -5.009 -7.704 10.595 0.000
H 0.508 -13.511 9.267 0.006
O 1.498 -17.579 7.983 0.003
H -4.334 -16.979 10.441 -0.001
C -3.036 -19.333 12.469 0.017
H 0.772 -12.555 11.387 -0.004
P 0.683 -16.288 8.279 -0.009
C 2.212 -20.581 11.431 0.208
C -0.070 -11.708 13.209 0.005
C -1.587 -17.664 15.093 0.053
C 1.148 -13.551 8.389 -0.004
C -4.540 -9.640 12.222 0.000
H -3.155 -14.086 16.008 0.001
C -4.015 -13.853 9.086 -0.003
C 0.127 -13.191 15.091 0.021
C -2.307 -18.532 11.602 -0.038
H -3.260 -19.036 13.471 -0.006
C 0.836 -15.591 14.701 0.047
H 2.574 -21.281 10.726 0.012
C 0.580 -17.836 13.974 0.325
H -0.652 -11.222 15.196 -0.003
O -0.308 -16.347 7.013 0.002
C 1.095 -20.144 13.443 0.154
C -3.283 -11.586 13.630 -0.014
H 5.233 -14.961 9.659 0.000
C -2.806 -15.109 15.798 0.402
N -2.942 -10.337 13.887 0.000
C 1.066 -18.795 13.062 -0.012
C -3.476 -9.400 13.141 0.000
C 0.559 -14.186 14.230 0.025
H -0.304 -10.733 12.797 -0.001
H -1.444 -14.014 11.366 -0.009
H -1.611 -18.181 9.502 0.004
N 0.610 -13.942 12.910 0.062
C -2.562 -15.462 14.445 0.010
C 1.566 -21.077 12.612 -0.056
H 0.448 -13.523 7.522 0.000
H -2.895 -14.773 13.673 -0.027
H 2.396 -17.525 8.444 0.001
C -2.337 -20.236 9.831 0.008
H 0.143 -13.420 16.131 0.007
H 2.513 -18.824 10.142 0.016
H -4.577 -12.972 12.638 -0.001
N 1.656 -18.278 11.891 0.223
C -3.028 -21.045 10.729 -0.003
H -2.188 -18.607 15.002 0.051
H -1.275 -17.718 17.203 -0.007
H 1.616 -22.101 12.902 0.001
H -4.075 -21.253 12.518 0.001
O -0.228 -18.180 15.016 0.041
C -2.010 -18.917 10.230 -0.015
H -2.190 -15.613 17.871 0.002
C -1.709 -17.049 16.471 0.275
O 0.961 -15.747 15.908 0.076
C -2.907 -13.424 9.820 0.010
C 2.167 -19.220 11.097 -0.071
H -5.477 -15.438 8.904 0.000
Ru 0.488 -16.052 11.657 2.882
C -3.912 -16.024 10.287 -0.009
C -4.855 -8.583 11.334 0.000
C -2.875 -15.610 11.050 -0.060
H 0.581 -20.433 14.372 0.021
C -2.041 -16.678 14.022 0.237
C -2.351 -14.265 10.803 -0.022
Si -1.801 -16.799 12.147 0.065
N 0.798 -16.485 13.689 0.138
O 3.606 -16.830 9.287 0.001
```